w.
# C2H8NOS

A 2-piece molecular cluster, C2H8NOS overall (the ωB97M-V functional and the def2-TZVPD basis, OMol25).

```
13
Properties=species:S:1:pos:R:3:mulliken_charge:R:1
C 0.826 0.747 -1.821 -0.698
S 1.621 0.901 -0.177 -0.691
H 0.976 1.668 -2.386 0.239
H 1.228 -0.102 -2.373 0.176
H -0.263 0.656 -1.747 0.169
N -2.222 -0.995 -0.029 -0.605
C -1.549 -0.171 0.987 -0.338
O -0.417 -0.767 1.528 -0.507
H -2.600 -1.811 0.443 0.239
H -1.471 -1.356 -0.616 0.256
H -1.307 0.790 0.537 0.289
H -2.260 -0.031 1.804 0.290
H 0.389 -0.386 1.096 0.181
```

Computed properties:
Gap between HOMO and LUMO (eV): 6.93
Molecular weight (g/mol): 94.16
Net charge: -1

x.
# C2H8NOS

A 2-piece molecular cluster, C2H8NOS overall (the ωB97M-V functional and the def2-TZVPD basis, OMol25).

```
13
Properties=species:S:1:pos:R:3:mulliken_charge:R:1
C -1.695 2.612 -0.705 -0.720
S -0.467 1.249 -1.156 -0.754
H -1.299 3.620 -0.667 0.213
H -2.471 2.521 -1.460 0.167
H -2.035 2.304 0.281 0.147
N 0.316 -2.127 -0.035 -0.581
C 1.195 -2.134 1.089 -0.293
O 1.188 -0.994 1.922 -0.533
H -0.570 -1.692 0.189 0.297
H 0.751 -1.510 -0.712 0.232
H 0.934 -2.918 1.829 0.224
H 2.198 -2.485 0.816 0.304
H 1.490 -0.200 1.512 0.298
```

Computed properties:
Gap between HOMO and LUMO (eV): 6.20
Molecular weight (g/mol): 94.16
Net charge: -1

Relative to the most stable structure, the computed energies are w 0.0; x 13.8, all in kcal/mol.

w.
# C9H12N2O

C9H12N2O as an isolated structure (the ωB97M-V functional and the def2-TZVPD basis, OMol25).

```
24
Properties=species:S:1:pos:R:3:mulliken_charge:R:1
C 1.367 -2.496 -0.332 -0.555
C 0.865 -1.213 -1.329 -0.713
C 1.314 0.049 -0.516 -0.001
C 1.522 -0.422 0.962 -0.289
C -0.591 1.233 -0.116 0.623
C -1.193 2.444 -0.232 -0.417
C -2.471 2.592 0.492 -0.520
C -3.093 1.423 1.002 -0.280
C -1.408 0.145 0.375 -0.021
H 0.571 -3.079 0.091 0.293
H 2.300 -3.131 -0.918 0.291
H -0.194 -1.160 -1.774 0.403
H 1.628 -1.349 -2.092 0.316
H 2.268 0.415 -1.007 0.304
H 1.935 0.243 1.821 0.291
H 0.565 -1.052 1.638 0.211
H 3.167 -1.464 0.006 0.304
H -0.714 3.159 -0.833 0.434
H -3.037 3.420 0.350 0.455
H -3.976 1.700 1.627 0.316
H -1.116 -1.107 -0.165 0.078
N 2.227 -1.734 0.683 -0.561
N -2.606 0.190 0.814 -0.545
O 0.671 1.195 -0.546 -0.418
```

Computed properties:
Gap between HOMO and LUMO (eV): 9.38
Molecular weight (g/mol): 164.21
Net charge: 0

x.
# C9H12N2O

C9H12N2O as an isolated structure (the ωB97M-V functional and the def2-TZVPD basis, OMol25).

```
24
Properties=species:S:1:pos:R:3:mulliken_charge:R:1
C -1.840 -1.888 0.299 -0.745
C -0.403 -0.425 -1.327 -1.105
C 0.064 0.367 -0.307 0.760
C 1.168 -0.188 0.412 -0.200
C 1.736 0.520 1.431 -0.638
C 1.478 1.990 1.642 -0.523
C 0.536 2.698 0.704 0.633
C 0.262 4.134 1.070 -0.762
C -0.242 1.693 -0.012 -0.674
H -1.438 -2.069 1.441 0.272
H -2.498 -3.076 0.142 0.277
H -2.904 -1.042 0.280 0.251
H -1.073 0.041 -2.230 0.332
H 0.612 -0.618 -1.972 0.352
H 1.444 -1.329 0.104 0.205
H 2.744 0.245 1.921 0.239
H 2.016 2.370 2.377 0.455
H -1.200 4.021 0.767 0.198
H 0.766 4.417 2.227 0.266
H 0.794 4.829 -0.064 0.238
H -0.871 2.391 -0.600 0.217
N -0.959 -1.706 -0.963 0.572
N -0.406 -2.810 -1.607 -0.199
O -0.674 -3.997 -1.235 -0.419
```

Computed properties:
Gap between HOMO and LUMO (eV): 9.05
Molecular weight (g/mol): 164.21
Net charge: 0

y.
# C9H12N2O

A single C9H12N2O molecule (the ωB97M-V functional and the def2-TZVPD basis, OMol25).

```
24
Properties=species:S:1:pos:R:3:mulliken_charge:R:1
C 2.871 -1.655 -0.624 -0.501
C 1.654 -1.731 -1.351 -0.924
C 2.941 -0.768 0.427 -0.401
C 0.681 -0.714 -1.200 -0.556
C 1.894 0.088 0.779 -0.752
C 0.846 0.209 -0.143 1.213
C -1.427 1.315 -0.696 -0.729
C -2.712 0.465 -0.186 -0.683
C -0.157 1.119 0.119 0.604
N -2.577 0.172 1.238 0.095
N -1.604 -0.615 1.627 -0.646
O 0.006 2.069 1.151 -0.600
H 3.689 -2.273 -0.835 0.460
H 1.664 -2.257 -2.244 0.363
H 3.840 -0.671 1.115 0.259
H -0.180 -0.647 -1.786 0.378
H 1.794 0.635 1.679 0.175
H -1.068 1.159 -1.767 0.327
H -1.877 2.351 -0.720 0.356
H -3.663 0.969 -0.542 0.356
H -2.683 -0.519 -0.702 0.219
H -2.703 1.044 1.804 0.313
H -1.660 -1.287 0.886 0.284
H 0.429 1.543 1.971 0.392
```

Computed properties:
Gap between HOMO and LUMO (alpha / beta) (eV): 7.54 / 7.38
Molecular weight (g/mol): 164.21
Net charge: 0

Relative to the most stable structure, the computed energies are w 40.9; x 154.4; y 0.0, all in kcal/mol.

w.
# C2H8NO2P

A single C2H8NO2P molecule (the ωB97M-V functional and the def2-TZVPD basis, OMol25).

```
14
Properties=species:S:1:pos:R:3:mulliken_charge:R:1
C 2.260 0.458 -0.113 -0.730
C -1.648 -1.717 -0.199 -0.641
N 0.947 0.778 0.383 -0.127
O -1.123 2.075 0.258 -0.474
O -1.671 -0.433 0.323 -0.402
P -0.421 0.855 -0.535 0.125
H 2.177 0.192 -1.162 0.258
H 2.930 1.316 -0.032 0.297
H 2.698 -0.377 0.435 0.258
H -2.505 -2.256 0.217 0.239
H -0.733 -2.254 0.072 0.260
H -1.741 -1.716 -1.290 0.346
H 0.906 1.115 1.337 0.266
H -2.076 1.963 0.305 0.324
```

Computed properties:
Gap between HOMO and LUMO (alpha / beta) (eV): 5.56 / 6.92
Molecular weight (g/mol): 109.06
<S²>: 2.0080
Spin multiplicity: 3
Net charge: 0

x.
# C2H8NO2P

A 2-piece molecular cluster, C2H8NO2P overall (the ωB97M-V functional and the def2-TZVPD basis, OMol25).

```
14
Properties=species:S:1:pos:R:3:mulliken_charge:R:1
C -1.044 0.767 0.588 -0.996
C -0.544 -1.367 -1.326 -1.025
N 2.289 1.167 1.158 -0.526
O 0.777 -1.289 1.250 -0.701
O 1.420 0.107 -0.664 -0.439
P 0.225 -0.480 0.138 1.040
H -0.751 1.354 1.389 0.375
H -1.386 1.227 -0.302 0.317
H -1.869 0.140 0.955 0.328
H -0.704 -0.576 -2.074 0.345
H 0.423 -1.754 -1.559 0.287
H -1.298 -1.965 -0.875 0.387
H 2.840 1.558 0.427 0.265
H 2.333 0.141 1.343 0.341
```

Computed properties:
Gap between HOMO and LUMO (alpha / beta) (eV): 10.96 / 6.49
Molecular weight (g/mol): 109.06
<S²>: 2.0105
Spin multiplicity: 3
Net charge: 0

Relative to the most stable structure, the computed energies are w 14.9; x 0.0, all in kcal/mol.

w.
# C4H13N

A 2-piece molecular cluster, C4H13N overall (the ωB97M-V functional and the def2-TZVPD basis, OMol25).

```
18
Properties=species:S:1:pos:R:3:mulliken_charge:R:1
C 5.139 -3.041 -1.693 -0.860
N 3.683 -3.069 -1.475 -0.398
C 3.298 -1.783 -0.639 -0.674
H 5.568 -2.112 -2.055 0.311
H 5.424 -3.586 -2.716 0.264
H 5.803 -3.368 -0.939 0.308
H 3.223 -3.149 -2.380 0.256
H 3.600 -0.913 -1.210 0.288
H 2.201 -1.830 -0.528 0.279
H 3.945 -1.795 0.370 0.226
C -4.819 3.777 1.381 -0.725
C -5.578 2.366 1.957 -0.751
H -5.004 4.563 2.026 0.268
H -3.749 3.532 1.324 0.239
H -5.186 4.042 0.236 0.219
H -6.490 2.701 2.553 0.210
H -5.133 1.718 2.763 0.302
H -5.925 1.947 1.025 0.238
```

Computed properties:
Gap between HOMO and LUMO (eV): 10.07
Molecular weight (g/mol): 75.16
SMILES: CNC.CC
Net charge: 0

x.
# C4H13N

A 2-piece molecular cluster, C4H13N overall (the ωB97M-V functional and the def2-TZVPD basis, OMol25).

```
18
Properties=species:S:1:pos:R:3:mulliken_charge:R:1
C 0.880 -0.397 -2.572 -0.813
N 1.825 -0.367 -1.475 -0.218
C 2.166 -1.538 -0.698 -0.836
H -0.010 -0.915 -2.194 0.252
H 1.282 -0.946 -3.422 0.251
H 0.468 0.594 -2.726 0.327
H 2.406 0.434 -1.287 0.207
H 2.767 -1.222 0.146 0.320
H 1.234 -1.886 -0.219 0.255
H 2.567 -2.383 -1.262 0.258
C -2.146 1.803 1.724 -0.768
C -1.711 0.384 2.132 -0.819
H -3.177 1.714 1.363 0.235
H -2.179 2.348 2.664 0.243
H -1.567 2.312 0.963 0.288
H -2.077 0.127 3.131 0.310
H -0.623 0.345 2.240 0.250
H -2.105 -0.408 1.492 0.260
```

Computed properties:
Gap between HOMO and LUMO (eV): 9.11
Molecular weight (g/mol): 75.16
SMILES: CNC.CC
Net charge: 0

Relative to the most stable structure, the computed energies are w 33.5; x 0.0, all in kcal/mol.

w.
# C2HF4P

C2HF4P as an isolated structure (the ωB97M-V functional and the def2-TZVPD basis, OMol25).

```
8
Properties=species:S:1:pos:R:3:mulliken_charge:R:1
C -1.329 0.381 0.019 0.166
C 1.239 -0.223 -0.058 0.672
F -2.754 1.244 -0.044 -0.334
F 2.507 0.017 -0.141 -0.199
F 0.931 -1.153 -1.058 -0.226
F 1.092 -0.877 1.097 -0.211
P 0.051 1.236 -0.187 -0.173
H -1.737 -0.626 0.373 0.305
```

Computed properties:
Gap between HOMO and LUMO (eV): 10.06
Molecular weight (g/mol): 132.00
Net charge: 0

x.
# C2HF4P

A 2-piece molecular cluster, C2HF4P overall (the ωB97M-V functional and the def2-TZVPD basis, OMol25).

```
8
Properties=species:S:1:pos:R:3:mulliken_charge:R:1
F 0.960 0.280 -1.130 -0.195
C 1.566 -0.222 -0.044 0.428
F 0.759 -0.020 0.993 -0.212
F 1.796 -1.520 -0.216 -0.182
H 2.351 0.455 0.286 0.144
F -2.352 1.711 0.038 -0.167
C -2.486 0.417 -0.081 0.416
P -2.594 -1.100 0.155 -0.231
```

Computed properties:
Gap between HOMO and LUMO (eV): 10.54
Molecular weight (g/mol): 132.00
SMILES: FC(F)F.FC#P
Net charge: 0

Relative to the most stable structure, the computed energies are w 4.4; x 0.0, all in kcal/mol.

w.
# C2H4NO3P

A 2-piece molecular cluster, C2H4NO3P overall (the ωB97M-V functional and the def2-TZVPD basis, OMol25).

```
11
Properties=species:S:1:pos:R:3:mulliken_charge:R:1
C -2.400 0.508 0.378 -0.557
C 1.461 0.612 0.063 -0.225
N 0.561 -0.280 0.156 0.028
O 0.818 -1.581 0.061 -0.695
O 4.297 0.931 0.569 -0.556
O 3.522 -1.351 0.229 -0.447
P 3.330 0.240 -0.325 -0.158
H -2.632 1.388 -0.379 -0.079
H -1.806 -0.199 -0.219 -0.061
H 1.240 1.745 -0.012 0.323
H 2.515 -1.594 0.141 0.426
```

Computed properties:
Gap between HOMO and LUMO (alpha / beta) (eV): 4.23 / 6.77
Molecular weight (g/mol): 121.03
Net charge: -2

x.
# C2H4NO3P

An isolated ion of composition C2H4NO3P and charge -2 (the ωB97M-V functional and the def2-TZVPD basis, OMol25).

```
11
Properties=species:S:1:pos:R:3:mulliken_charge:R:1
C -1.946 -0.314 -0.171 -0.660
C 0.202 -0.322 -0.058 -0.430
N -0.871 0.394 0.081 0.607
O -0.778 1.628 0.399 -0.873
O 2.600 -1.285 -0.187 -0.450
O 2.217 1.251 -0.330 -0.299
P 1.899 -0.190 0.548 -0.701
H -2.900 0.083 0.182 0.226
H -1.797 -1.374 -0.446 0.098
H 0.036 -1.423 0.048 0.149
H 1.339 1.553 -0.065 0.334
```

Computed properties:
Gap between HOMO and LUMO (eV): 5.15
Molecular weight (g/mol): 121.03
Net charge: -2

Relative to the most stable structure, the computed energies are w 50.8; x 0.0, all in kcal/mol.